{"formula": "C3H5N2", "method": "ωB97M-V/def2-TZVPD", "lumo_ev": -6.4, "gap_ha": 0.3205, "charge": 1, "e_homo_ev": -15.2, "symbols": ["C", "C", "C", "N", "N", "H", "H", "H", "H", "H"], "xyz": [[-0.031, -0.950, 1.382], [-0.577, 0.271, -0.727], [0.827, 0.340, -0.326], [-1.271, -0.438, 0.163], [0.997, -0.226, 0.871], [-0.565, 1.457, -0.304], [-0.762, 0.221, -1.804], [1.617, 0.832, -0.764], [-1.982, -1.162, -0.020], [1.748, -0.346, 1.529]], "forces_ev_per_angstrom": [[-4.312, 0.991, -2.555], [1.822, 1.661, -0.610], [-1.467, -0.409, 1.271], [2.543, -3.365, 4.541], [-1.826, -1.121, -0.054], [0.161, -1.195, -1.068], [-0.236, 0.435, 0.230], [1.496, 1.367, -1.249], [0.450, 0.917, -0.041], [1.368, 0.718, -0.465]], "mulliken_charge": [-0.090, -0.057, -0.376, -0.354, 0.076, 0.267, 0.443, 0.490, 0.316, 0.284]}

***

{"formula": "C3H5N2", "method": "ωB97M-V/def2-TZVPD", "lumo_ev": -7.2, "gap_ha": 0.3968, "charge": 1, "e_homo_ev": -18.0, "symbols": ["C", "C", "C", "N", "N", "H", "H", "H", "H", "H"], "xyz": [[0.214, -0.698, 0.931], [-0.820, 0.314, 0.592], [-0.260, -0.544, -0.391], [1.283, 1.561, -2.388], [1.038, 0.982, -1.475], [1.090, -0.353, 1.333], [0.058, -1.605, 1.349], [-1.836, 0.130, 0.824], [-0.328, 1.286, 0.523], [-0.437, -1.074, -1.297]], "forces_ev_per_angstrom": [[-0.024, 0.777, -1.230], [0.003, 0.669, -0.400], [0.711, 0.254, 0.178], [-0.552, -1.453, 2.481], [0.649, 1.249, -2.761], [2.356, 1.177, 0.470], [-0.983, -3.110, 1.130], [-1.098, 0.638, 0.146], [-0.903, 0.137, 0.510], [-0.159, -0.338, -0.524]], "mulliken_charge": [-0.521, -0.443, 0.306, -0.243, 0.248, 0.280, 0.319, 0.296, 0.304, 0.454]}

***

{"formula": "C3H5N2O", "method": "ωB97M-V/def2-TZVPD", "lumo_ev": [-5.1, -5.5], "gap_ha": [0.2552, 0.2885], "charge": 1, "e_homo_ev": [-12.1, -13.4], "symbols": ["C", "C", "C", "N", "N", "O", "H", "H", "H", "H", "H"], "xyz": [[-0.556, -0.955, 0.787], [0.834, 0.720, -0.646], [-1.556, -0.213, 1.427], [-2.559, 0.627, 1.456], [1.847, -0.241, -1.119], [-0.411, -0.396, 2.127], [-3.283, 0.567, 0.750], [-3.003, 1.063, 2.246], [1.413, -0.657, -2.002], [1.896, -0.871, -0.370], [2.764, 0.092, -1.547]], "forces_ev_per_angstrom": [[0.270, 0.512, -1.089], [-0.868, 0.688, 0.877], [1.813, 0.887, -0.085], [-0.744, -0.860, -0.156], [-0.324, 0.646, -4.346], [-1.853, 0.503, 0.225], [0.512, -0.347, -0.589], [0.848, 0.082, 1.001], [0.471, -0.287, 1.461], [0.802, -1.885, 1.187], [-0.927, 0.060, 1.514]], "mulliken_charge": [-0.659, -0.121, 0.873, -0.341, -0.316, -0.180, 0.281, 0.289, 0.404, 0.372, 0.398]}

***

{"formula": "C3H5N2O3", "method": "ωB97M-V/def2-TZVPD", "lumo_ev": -5.0, "smiles": "C=[N+]1O[C@@H]1N=C(O)O", "gap_ha": 0.3758, "charge": 1, "e_homo_ev": -15.3, "symbols": ["C", "N", "O", "C", "N", "C", "O", "O", "H", "H", "H", "H", "H"], "xyz": [[-0.067, 1.381, 1.205], [0.508, 0.272, 1.273], [1.728, -0.183, 0.967], [0.508, -1.050, 1.025], [-0.229, -1.359, -0.065], [-0.321, -0.496, -1.044], [-1.232, -0.535, -1.962], [0.670, 0.314, -1.415], [0.534, 2.258, 0.918], [-1.124, 1.532, 1.457], [0.656, -1.679, 1.881], [-1.959, -1.089, -1.902], [0.327, 0.635, -2.337]], "forces_ev_per_angstrom": [[0.190, 1.853, 0.234], [0.127, 2.932, 1.606], [0.865, 0.705, -0.638], [-0.566, -2.175, -0.316], [-0.880, 0.212, -0.800], [1.889, -2.386, -0.027], [1.440, 2.297, -1.092], [-1.880, 0.789, -1.933], [-0.157, -0.473, 0.356], [0.371, -0.601, -0.200], [-0.495, -0.757, -0.038], [-2.210, -2.133, 0.838], [1.307, -0.262, 2.009]], "mulliken_charge": [-0.274, 0.228, -0.325, 0.169, -0.499, 0.724, -0.443, -0.439, 0.309, 0.336, 0.457, 0.345, 0.410]}

***

{"formula": "C3H5N2OS2", "method": "ωB97M-V/def2-TZVPD", "lumo_ev": [-6.3, -6.2], "gap_ha": [0.2723, 0.2451], "charge": 1, "e_homo_ev": [-13.7, -12.8], "symbols": ["C", "C", "C", "N", "N", "O", "S", "S", "H", "H", "H", "H", "H"], "xyz": [[0.340, -0.815, -0.867], [0.074, 1.218, -0.029], [0.845, 0.357, 0.866], [-0.178, 0.345, -1.141], [0.931, -0.867, 0.277], [-0.346, 2.314, 0.097], [-2.017, -0.590, 0.697], [1.644, 0.868, 2.321], [0.315, -1.822, -1.470], [-0.560, 0.587, -2.031], [1.533, -1.564, 0.686], [-3.081, -0.003, 1.231], [1.445, 2.222, 2.224]], "forces_ev_per_angstrom": [[-0.140, -4.682, -3.852], [0.030, -1.038, 0.077], [0.353, 1.850, 1.258], [0.888, 0.024, 0.012], [1.533, 1.254, 2.627], [-0.110, 1.654, 0.124], [-0.643, -0.442, 0.440], [-0.353, -0.237, -0.558], [-0.199, 2.561, 0.765], [-0.556, 0.277, -0.351], [-0.249, -0.690, -0.405], [-0.332, 0.179, 0.236], [-0.222, -0.710, -0.372]], "mulliken_charge": [-0.178, 0.195, 0.329, 0.048, 0.070, -0.457, -0.083, -0.145, 0.341, 0.198, 0.239, 0.201, 0.242]}

***

{"formula": "C3H5N2PS", "method": "ωB97M-V/def2-TZVPD", "lumo_ev": [-1.6, -1.4], "gap_ha": [0.2323, 0.2380], "e_homo_ev": [-7.9, -7.8], "symbols": ["C", "C", "C", "N", "N", "P", "S", "H", "H", "H", "H", "H"], "xyz": [[-0.875, -0.297, -0.491], [2.223, 0.312, -0.034], [-2.293, -0.715, -0.378], [1.357, 1.310, -0.119], [3.515, 0.710, -0.055], [2.079, -1.379, -0.032], [-0.302, 1.189, -0.124], [-2.325, -0.909, 0.652], [-2.369, -1.721, -0.950], [-2.919, 0.148, -0.705], [3.756, 1.666, -0.109], [4.176, 0.112, 0.270]], "forces_ev_per_angstrom": [[2.708, 0.441, 0.657], [-0.885, 2.065, -0.377], [1.128, -0.338, -2.658], [-0.833, -0.081, 0.047], [-0.990, 1.219, -0.779], [-2.038, -1.727, -0.192], [0.338, -1.079, -0.420], [-0.859, -0.409, 1.645], [-0.555, 1.919, 0.845], [-0.262, -1.103, 0.254], [-0.086, 0.911, 0.005], [2.335, -1.819, 0.972]], "mulliken_charge": [-0.158, 0.692, -0.781, -0.528, -0.417, -0.085, 0.087, 0.273, 0.228, 0.322, 0.220, 0.148]}

***

{"formula": "C3H5N2PS", "method": "ωB97M-V/def2-TZVPD", "lumo_ev": -0.2, "gap_ha": 0.2888, "e_homo_ev": -8.1, "symbols": ["C", "C", "C", "N", "N", "P", "S", "H", "H", "H", "H", "H"], "xyz": [[0.331, 1.662, -0.170], [-2.369, -0.172, 0.484], [1.446, 1.325, 0.496], [-0.791, 2.000, -0.079], [-1.968, 2.277, -0.244], [-3.041, -1.818, 0.187], [-3.131, 1.112, -0.105], [1.156, 0.409, 0.953], [2.300, 1.117, -0.120], [1.746, 1.965, 1.279], [-1.732, -2.160, -0.446], [-3.648, -1.569, -1.081]], "forces_ev_per_angstrom": [[-4.986, 1.709, -2.019], [-0.390, -0.077, -0.435], [3.891, -1.629, 1.420], [1.778, -0.997, -0.543], [-1.448, 2.791, 0.064], [1.416, 0.095, -0.616], [0.435, -1.413, 0.094], [0.112, -1.164, 0.672], [0.418, -0.064, -0.361], [0.239, 1.066, 0.929], [-1.350, -0.086, 0.600], [-0.115, -0.231, 0.195]], "mulliken_charge": [0.467, -0.187, -0.864, 0.802, -1.259, -0.110, 0.144, 0.284, 0.308, 0.310, 0.076, 0.028]}

***

{"formula": "C3H5N3", "method": "ωB97M-V/def2-TZVPD", "lumo_ev": 0.5, "smiles": "[H]/N=C(\\C#N)NC", "gap_ha": 0.3626, "e_homo_ev": -9.4, "symbols": ["H", "N", "C", "C", "N", "N", "C", "H", "H", "H", "H"], "xyz": [[-2.378, 1.593, 0.106], [-1.381, 1.515, 0.084], [-0.823, 0.359, -0.028], [-1.393, -0.870, -0.560], [-1.868, -1.824, -1.012], [0.438, 0.414, 0.446], [1.557, -0.470, 0.136], [0.296, 1.458, 0.650], [1.183, -1.472, -0.124], [2.162, -0.115, -0.705], [2.207, -0.587, 1.009]], "forces_ev_per_angstrom": [[-0.546, -0.354, -0.579], [-0.738, -0.226, -0.006], [-0.386, 0.561, 0.070], [-0.548, -0.793, -0.277], [0.536, 0.972, 0.472], [-0.342, 0.295, -0.055], [0.027, 0.146, -0.017], [2.336, -1.177, 0.316], [-0.070, 0.411, 0.108], [-0.097, 0.038, 0.094], [-0.173, 0.127, -0.127]], "mulliken_charge": [0.211, -0.677, 0.531, 0.094, -0.339, -0.253, -0.709, 0.335, 0.291, 0.266, 0.250]}